ORCA calculation (ωB97M-V/def2-TZVPD) on a molecular structure, C42H55ClN9O3Rh in a non-equilibrium geometry.

Summary:
spin multiplicity = 5
net charge = 0
frontier orbital gap (spin up / spin down) = 4.4 / 6.0 eV
F_max = 3.53 eV/Å
E = -79524.9377 eV
M = 872.32 g/mol
HOMO energy (spin up / spin down) = -4.513 / -6.859 eV

```
111
Properties=species:S:1:pos:R:3:forces:R:3
Rh 2.3835 0.2018 -0.3525 -0.405 -0.688 -0.340
O 2.5890 -0.3529 -7.4073 0.816 -0.128 0.810
C 3.5607 -0.5211 -6.6263 0.705 -0.152 -1.201
O 4.7744 -0.8270 -6.8610 -1.479 0.345 -0.039
C 3.2887 -0.3448 -5.1417 -1.147 0.570 0.972
C 4.3138 -0.6507 -4.2430 0.567 0.001 -0.814
C 4.0609 -0.5735 -2.9089 -0.356 -0.218 -0.206
N 2.9016 -0.0952 -2.3975 -2.123 0.506 -0.319
C 1.8369 0.2330 -3.2806 1.102 0.045 1.729
C 2.0585 0.1010 -4.6211 1.559 -1.079 -2.978
C 0.5964 0.7468 -2.7915 1.183 0.024 1.011
C -0.5043 0.7838 -3.5979 -2.113 0.898 -0.331
C -1.6716 1.3646 -3.2215 -1.867 0.880 1.675
C -1.8233 1.9110 -1.8555 1.307 -1.187 -0.597
C -0.7198 1.6887 -1.0606 0.706 -0.290 0.240
N 0.4440 1.1652 -1.5115 0.628 -0.229 1.903
C 5.0388 -1.0689 -1.9728 1.245 0.066 0.631
C 6.2398 -1.6793 -2.3362 -0.043 0.253 -1.425
C 7.2119 -1.8896 -1.4114 -0.038 -0.933 -0.142
C 6.9604 -1.5787 -0.0954 -0.641 0.358 0.488
C 5.7220 -1.0708 0.2593 -0.468 -0.474 0.293
N 4.8173 -0.8679 -0.6858 -1.579 1.179 1.004
H 5.2815 -0.8995 -4.7173 -0.740 -0.057 0.540
H 1.3634 0.2791 -5.4413 -0.243 0.202 0.491
H -0.4747 0.3310 -4.5262 0.102 -0.749 -1.803
H -2.5819 1.3616 -3.8463 0.797 -0.057 0.075
H -2.6988 2.2706 -1.3356 -0.345 0.185 -0.648
H -0.7336 1.8801 0.0442 0.008 0.118 -1.057
H 6.4549 -1.9415 -3.3632 -0.251 -0.004 -0.020
H 8.0838 -2.4625 -1.7174 0.145 0.438 0.223
H 7.6933 -1.8044 0.6053 1.100 -0.195 1.399
H 5.3028 -0.8904 1.2926 1.125 -0.238 -1.030
C 3.4395 2.5181 3.4805 0.578 1.404 0.900
N 4.1888 3.0488 2.3538 -0.169 -1.196 0.273
C 4.7571 4.3346 2.5828 0.084 1.726 0.768
C 3.9073 2.5953 1.0787 0.699 1.925 0.503
N 2.8023 2.0164 0.7700 -1.110 -0.863 0.288
N 4.8101 3.0330 0.1396 -0.126 -1.030 0.798
C 6.2313 2.7999 0.3789 0.174 1.155 1.184
C 4.4460 2.9651 -1.2580 0.919 0.478 -0.295
H 4.0330 2.5286 4.4402 -0.383 0.332 -1.082
H 3.2135 1.5032 3.3256 -0.511 -1.304 -0.381
H 2.5261 3.1253 3.6334 0.168 -0.372 0.139
H 4.0157 4.9775 3.1576 0.728 -0.586 -0.695
H 4.9994 4.8342 1.6370 -0.170 -0.160 0.322
H 5.6772 4.3161 3.2004 -0.359 -0.205 -0.265
H 2.0823 2.0938 1.5011 0.567 0.094 -0.409
H 6.5135 2.7710 1.4589 -0.625 -0.394 -0.804
H 6.7841 3.6689 0.0304 0.163 -0.049 -0.497
H 6.5314 1.9074 -0.1345 0.420 -0.530 -0.217
H 4.8448 2.0496 -1.7112 -0.199 0.112 -0.152
H 4.8887 3.8555 -1.7559 -0.290 -0.628 0.109
H 3.3798 2.9933 -1.3261 -0.600 -0.008 -0.314
C -4.8347 -1.8621 1.2841 0.221 0.610 -0.079
C -4.7425 -1.0862 2.6182 -1.187 0.697 -1.049
C -3.7404 -1.8353 3.4832 -1.068 -0.569 1.229
C -6.1335 -1.1844 3.3334 0.132 0.022 0.693
C -4.4357 0.4411 2.3658 -0.020 0.912 -0.075
O -3.9941 1.0381 3.6006 0.354 -0.727 0.156
C -5.6259 1.4325 2.0448 0.446 -0.513 -0.449
C -6.0760 1.8787 0.6488 0.121 0.443 0.493
C -6.3867 0.7804 -0.3011 -0.394 0.081 -0.179
C -7.5107 -0.0294 -0.0963 0.210 0.143 -0.481
C -7.7316 -1.1478 -0.8914 -1.223 0.976 1.480
C -6.8430 -1.3983 -1.8866 0.175 -2.048 -1.732
Cl -7.0417 -2.8734 -2.8414 -0.140 0.234 0.184
C -5.7831 -0.6172 -2.2075 0.626 2.359 1.462
C -5.5734 0.5350 -1.3782 0.167 -2.184 -1.065
C -3.3745 0.7639 1.2677 1.299 -0.997 1.483
N -2.0118 0.1738 1.6081 -2.172 0.178 -0.271
C -1.3068 -0.7612 0.9840 0.504 1.514 0.064
N -0.0840 -0.7562 1.4840 -0.288 0.312 0.997
C -0.1931 0.1150 2.5890 0.757 -1.011 -1.863
N -1.3376 0.6932 2.6177 -0.106 0.725 0.644
H -5.3950 -2.7316 1.5324 -0.779 -0.827 -0.184
H -3.8910 -2.2716 0.9025 0.164 0.463 0.169
H -5.3268 -1.2941 0.4854 0.062 -0.328 0.287
H -3.9465 -2.9184 3.3026 0.475 0.731 0.237
H -3.9325 -1.6740 4.5758 0.240 -0.056 -0.751
H -2.7224 -1.5881 3.2870 0.779 -0.024 -0.239
H -6.2515 -2.1852 3.7928 0.050 0.363 -0.412
H -7.0168 -0.9722 2.7180 0.428 -0.245 -0.215
H -6.2146 -0.4683 4.1775 0.260 -0.292 -0.327
H -4.1067 0.3924 4.3100 0.181 0.156 -0.116
H -5.2282 2.3111 2.5388 -0.475 0.287 0.156
H -6.5042 1.0869 2.5378 -0.481 -0.151 0.792
H -5.3138 2.5616 0.2772 -0.062 -0.014 -0.489
H -6.9822 2.4838 0.8297 0.343 -0.098 -0.160
H -8.2104 0.2979 0.6554 -0.228 -0.311 0.255
H -8.6244 -1.7536 -0.7340 0.399 0.010 -0.134
H -5.0961 -0.8312 -3.0033 0.036 -0.202 -0.227
H -4.6584 1.0656 -1.5292 0.256 0.653 -0.192
H -3.1517 1.8444 1.2722 -0.439 -0.429 -0.239
H -3.6619 0.3696 0.2928 0.095 0.228 0.126
H -1.6511 -1.1883 0.1060 -0.293 -0.992 -1.404
H 0.6164 0.3416 3.2277 0.647 0.034 0.513
C -0.0425 -3.6159 1.1417 2.032 -0.974 -0.056
C 1.0003 -2.7478 0.3491 0.502 -0.491 -0.504
C 2.4285 -3.4295 0.4142 -0.658 0.254 -0.177
C 0.6452 -2.7138 -1.1917 -0.915 0.180 0.882
C 1.1780 -1.3579 0.9917 -0.485 0.845 -1.253
H 0.2105 -4.6709 0.9250 -0.307 0.325 -0.106
H -1.0624 -3.4830 0.8586 -0.763 0.334 -0.128
H 0.0912 -3.5605 2.2376 -0.170 0.401 -0.403
H 2.5086 -4.4266 -0.0592 -0.502 0.507 0.049
H 2.7011 -3.5650 1.4476 0.231 -0.030 0.556
H 3.1854 -2.7911 -0.0588 -0.246 -0.017 0.096
H 0.4859 -3.7587 -1.5115 0.026 0.439 -0.009
H 1.4635 -2.2846 -1.7808 -0.159 -0.004 0.165
H -0.2966 -2.1307 -1.4170 0.931 -0.538 0.191
H 1.6916 -1.3783 1.9145 1.198 -0.630 0.907
```
Positions in Å, forces in eV/Å.

---

ORCA calculation (ωB97M-V/def2-TZVPD) on a molecular structure, C50H30AuCl4N5O3S.

Summary:
spin multiplicity = 1
net charge = 0
frontier orbital gap = 5.6 eV
F_max = 0.29 eV/Å
E = -130548.4423 eV
M = 1119.67 g/mol
HOMO energy = -7.874 eV

```
94
Properties=species:S:1:pos:R:3:forces:R:3
Au -0.5462 -0.7658 0.3203 0.068 -0.050 0.164
Cl -6.9839 -7.1111 2.9328 0.012 0.011 -0.005
C -5.7946 -5.9285 2.4908 -0.004 -0.002 0.008
C -5.6543 -5.5656 1.1613 -0.001 0.007 -0.014
C -4.6998 -4.6216 0.8151 -0.020 0.006 0.000
C -3.8916 -4.0355 1.7846 -0.022 0.037 0.002
C -4.0504 -4.4167 3.1139 0.027 -0.001 0.009
C -4.9977 -5.3624 3.4729 -0.002 -0.005 0.009
C -2.8569 -3.0369 1.3891 0.013 -0.130 -0.076
C -2.9841 -1.7282 1.8266 0.024 0.064 0.169
C -3.9971 -1.2585 2.7256 0.023 -0.034 -0.037
C -3.6768 0.0088 3.0737 0.089 -0.070 -0.016
C -2.5014 0.3737 2.3405 0.104 -0.005 -0.005
C -1.9114 1.6364 2.3518 -0.077 0.110 -0.058
C -2.4051 2.6647 3.3111 -0.070 -0.100 -0.031
C -3.7233 3.1169 3.2890 0.067 0.091 0.005
C -4.1450 4.0711 4.2000 -0.061 -0.029 -0.055
C -3.2433 4.5771 5.1254 0.027 -0.010 -0.005
Cl -3.7901 5.7638 6.2653 -0.018 0.059 0.043
C -1.9219 4.1682 5.1401 -0.003 -0.046 -0.075
C -1.5144 3.2052 4.2297 -0.034 -0.021 -0.003
C -0.9169 2.0131 1.4590 -0.138 -0.105 0.064
N -0.3379 1.2123 0.5049 0.009 0.048 0.002
C 0.4974 2.0085 -0.2309 0.104 0.010 -0.034
C 1.3798 1.5929 -1.2180 -0.029 0.058 0.084
C 2.1699 2.6408 -1.9244 -0.001 0.022 -0.041
C 3.5065 2.8583 -1.6070 0.012 -0.025 0.029
C 4.2332 3.8490 -2.2481 0.004 -0.002 0.010
C 3.6131 4.6217 -3.2164 -0.001 -0.003 -0.001
Cl 4.5167 5.8598 -4.0275 -0.002 -0.001 -0.001
C 2.2815 4.4255 -3.5443 -0.009 -0.001 0.005
C 1.5633 3.4365 -2.8904 0.009 -0.004 -0.017
C 1.6332 0.2617 -1.5011 0.086 -0.103 -0.067
C 2.6670 -0.2052 -2.3821 -0.064 0.102 0.053
C 2.6965 -1.5523 -2.2935 -0.042 -0.094 0.031
C 1.6515 -1.9497 -1.3918 0.013 0.056 -0.027
N 1.0223 -0.8228 -0.9271 0.025 0.041 -0.086
C 1.3052 -3.2624 -1.1147 -0.012 -0.043 0.001
C 0.1566 -3.6187 -0.4166 0.029 -0.009 -0.057
C -0.2863 -4.9618 -0.1916 0.006 0.018 0.003
C -1.4810 -4.8923 0.4414 0.010 -0.004 0.010
C -1.7736 -3.5066 0.6547 -0.015 -0.015 0.029
N -0.7649 -2.7556 0.1123 -0.072 0.016 0.057
C 2.1855 -4.3426 -1.6462 -0.031 0.034 0.005
C 1.7480 -5.1883 -2.6620 0.001 0.003 0.007
C 2.5735 -6.1831 -3.1618 -0.003 0.011 0.006
C 3.8483 -6.3305 -2.6383 -0.008 -0.004 -0.010
Cl 4.8860 -7.5735 -3.2575 0.001 -0.001 -0.001
C 4.3067 -5.4986 -1.6303 -0.005 0.017 0.026
C 3.4714 -4.5059 -1.1404 0.034 -0.027 -0.017
C 0.4270 3.3505 0.2620 -0.027 0.037 0.106
C -0.4219 3.3496 1.3116 0.104 0.035 -0.090
N -2.0907 -0.7084 1.6040 -0.147 0.066 -0.126
H -6.2874 -6.0159 0.4094 0.005 0.003 0.004
H -4.5845 -4.3319 -0.2222 -0.001 -0.002 0.005
H -3.4174 -3.9773 3.8752 -0.007 -0.001 -0.003
H -5.1164 -5.6639 4.5044 0.000 0.003 -0.006
H -4.8367 -1.8398 3.0675 0.027 -0.017 -0.008
H -4.1889 0.6465 3.7703 -0.019 0.058 0.010
H -4.4105 2.7554 2.5344 -0.037 -0.043 0.022
H -5.1629 4.4358 4.1850 0.007 0.002 0.011
H -1.1956 4.5935 5.8189 -0.021 0.003 0.011
H -0.4757 2.9118 4.2259 0.015 0.039 0.059
H 3.9799 2.2607 -0.8368 -0.006 0.009 -0.011
H 5.2673 4.0310 -1.9910 -0.007 -0.002 -0.002
H 1.8144 5.0437 -4.2982 0.004 -0.002 0.005
H 0.5194 3.2815 -3.1339 0.002 0.001 0.001
H 3.2906 0.4367 -2.9816 -0.003 -0.003 0.011
H 3.3439 -2.2379 -2.8144 -0.007 0.010 0.001
H 0.2574 -5.8450 -0.4819 -0.005 0.014 -0.006
H -2.0993 -5.7079 0.7765 -0.005 0.010 -0.007
H 0.7538 -5.0602 -3.0725 0.008 -0.003 0.003
H 2.2373 -6.8367 -3.9547 0.001 0.002 0.003
H 5.3042 -5.6287 -1.2343 -0.004 -0.001 -0.002
H 3.8256 -3.8505 -0.3535 -0.006 -0.007 -0.009
H 1.0237 4.1752 -0.0892 -0.010 -0.022 0.000
H -0.6592 4.1780 1.9546 -0.001 0.005 0.013
N 1.4639 -1.8714 2.4019 0.028 -0.098 0.016
C 1.8103 -0.5584 2.8046 -0.157 -0.101 -0.049
C 2.5471 0.2738 1.9679 0.058 0.051 0.011
C 2.7293 1.6083 2.3006 0.029 0.115 0.000
C 2.1836 2.1351 3.4648 -0.152 -0.236 0.065
C 1.4933 1.2844 4.3212 0.110 0.029 -0.075
C 1.3036 -0.0492 3.9935 -0.052 0.012 0.023
S 2.3211 3.8797 3.8607 0.128 0.193 0.082
O 1.2577 4.0791 4.8446 0.165 0.017 -0.046
O 2.0700 4.5520 2.5910 -0.058 -0.079 -0.082
O 3.6666 4.0498 4.3684 -0.092 -0.062 0.000
H 2.1933 -2.3773 1.9182 0.071 0.109 0.005
H 1.1203 -2.4276 3.1722 0.026 -0.036 -0.002
H 2.9588 -0.1235 1.0456 0.017 -0.003 -0.031
H 3.2855 2.2692 1.6446 -0.025 -0.012 0.006
H 1.1029 1.6842 5.2475 -0.012 0.012 0.003
H 0.7478 -0.7003 4.6618 0.003 0.016 -0.010
```
Positions in Å, forces in eV/Å.

---

ORCA calculation (ωB97M-V/def2-TZVPD) on a molecular structure, C21H17F6N3SSeSiV in a non-equilibrium geometry.

Summary:
spin multiplicity = 4
net charge = 0
frontier orbital gap (spin up / spin down) = 6.8 / 7.2 eV
F_max = 3.57 eV/Å
E = -152573.3903 eV
M = 615.43 g/mol
HOMO energy (spin up / spin down) = -7.846 / -8.223 eV

```
51
Properties=species:S:1:pos:R:3:forces:R:3
V -4.7572 14.9234 9.0478 -0.144 -0.656 0.377
C -2.6004 14.8654 11.4470 0.550 0.927 1.922
Si -3.2474 16.6472 11.3807 -1.073 -1.031 1.190
C -4.2382 17.0761 12.9379 0.120 0.237 -0.206
C -1.8989 17.8923 11.3999 0.586 1.001 -0.818
N -4.2254 16.6519 9.9350 0.203 0.200 -1.214
C -4.2083 17.6445 8.9646 -0.726 -0.036 -1.183
C -4.2366 19.0418 9.2085 -0.185 -0.441 0.203
C -4.2347 19.9690 8.1916 0.839 -0.114 -0.772
C -4.0799 19.5996 6.8605 0.471 -0.125 0.256
C -4.1192 18.2580 6.5422 -0.248 -0.674 -0.158
C -4.2864 17.3518 7.5429 0.036 -0.782 1.926
F -4.4918 15.9266 7.1744 0.527 1.860 0.717
H -2.3615 14.5389 12.4950 0.205 0.663 -0.681
H -1.6911 14.8724 10.8637 0.313 -0.512 -0.303
H -3.2969 14.1026 11.1893 -0.430 -0.353 -0.779
H -3.5732 17.2446 13.7983 -0.042 -0.474 -0.147
H -5.0512 16.3780 13.2055 0.292 0.488 -0.111
H -4.6023 18.0962 12.7450 -0.493 -0.279 0.016
H -1.0761 17.6243 12.0722 -0.275 0.094 0.066
H -2.2493 18.9351 11.6022 0.267 -0.880 0.060
H -1.4686 17.9224 10.3901 0.134 0.096 0.070
H -4.2606 19.4208 10.2253 -0.038 -0.329 0.025
H -4.1764 21.0117 8.4040 -0.110 0.579 0.399
H -3.7060 20.2802 6.1157 -0.528 0.400 -0.166
H -4.0056 17.8906 5.5421 -0.013 -0.046 -0.445
F -2.7392 9.1755 6.7781 -0.036 0.209 -0.007
C -3.3725 10.0697 7.5426 1.695 0.928 0.089
C -2.7897 11.3456 7.7928 -0.894 -1.250 -0.604
F -1.6969 11.7271 7.1366 -0.125 -0.028 0.190
C -3.5093 12.1911 8.5962 0.216 0.504 -0.687
F -3.1205 13.5257 8.5975 0.151 -0.293 0.130
C -4.7007 11.8809 9.2360 0.089 -0.212 -0.187
S -5.3744 12.9569 10.4144 -0.813 0.487 -0.023
C -5.2443 10.6375 8.9193 0.308 0.543 1.263
F -6.3449 10.2561 9.5712 0.041 -0.213 -0.423
C -4.5472 9.7335 8.1434 -0.948 -0.313 -0.029
F -5.0720 8.5312 7.9448 0.010 -0.328 -0.099
Se -5.5721 12.1692 5.8174 0.358 -0.454 -0.245
N -6.3954 13.6272 6.3175 0.036 -0.245 1.184
C -6.5027 14.3878 5.2606 0.328 -0.673 0.237
C -7.0173 15.6681 5.3237 -0.301 2.233 -0.681
C -7.0047 16.4107 4.1786 0.365 -0.286 1.767
C -6.5291 15.9364 2.9382 -1.104 0.894 0.012
C -6.1496 14.6809 2.8304 1.979 -2.947 -0.362
C -5.9601 13.8820 4.0369 -0.605 -0.024 -0.506
N -5.3876 12.6968 4.1447 -0.108 -0.089 -0.721
H -7.2483 16.1378 6.2772 -0.248 -0.285 -0.187
H -7.2438 17.4202 4.3197 -0.539 1.409 -0.273
H -6.5830 16.5789 2.0877 -0.024 0.270 -0.479
H -5.8463 14.2151 1.8836 -0.067 0.347 0.395
```
Positions in Å, forces in eV/Å.